## i
Here is 2 unconnected molecules or ions with the total composition CH3ClN2O2 from OMol25. Energies are from ωB97M-V/def2-TZVPD.

Last column: natural (NBO) charge in e.
Cartesian coordinates (Å):
1 C -1.841 -1.050 -0.307  0.34
2 N 1.289 0.668 1.167  -0.41
3 N 1.443 0.924 -0.025  0.20
4 O -1.085 -1.720 0.305  -0.50
5 O 0.583 1.517 -0.654  -0.45
6 Cl -2.136 0.587 -0.089  0.03
7 H -2.437 -1.411 -1.144  0.13
8 H 1.967 0.024 1.519  0.33
9 H 2.218 0.461 -0.772  0.33

Calculated values
**HOMO energy**: -10.22 eV
**Multiplicity**: 1
**SMILES**: [H]/N=[NH+]/[O-].O=CCl

***

## ii
Here is 2 unconnected molecules or ions with the total composition CH3ClN2O2 from OMol25. Energies are from ωB97M-V/def2-TZVPD.

Last column: natural (NBO) charge in e.
Cartesian coordinates (Å):
1 C 0.076 0.081 -0.217  -0.14
2 N -2.087 0.104 0.570  -0.33
3 N -2.597 -1.045 0.122  0.55
4 O -1.981 -2.062 0.434  -0.42
5 O -3.646 -0.943 -0.491  -0.40
6 Cl -2.956 1.534 -0.050  0.11
7 H 0.282 -0.498 0.588  0.20
8 H -0.003 -0.299 -1.200  0.20
9 H -0.085 1.178 -0.026  0.22

Calculated values
**HOMO energy (alpha / beta)**: -10.09 / -10.08 eV
**Multiplicity**: 1

***

## iii
Here is a single CH3ClN2O2 molecule from OMol25. Energies are from ωB97M-V/def2-TZVPD.

Last column: natural (NBO) charge in e.
Cartesian coordinates (Å):
1 C 0.159 -0.010 -0.004  -0.47
2 N 1.535 0.312 0.316  -0.17
3 N 2.096 1.175 -0.319  0.54
4 O 3.254 1.450 -0.244  -0.34
5 O 1.307 1.930 -1.473  -0.48
6 Cl 1.812 1.457 -2.964  0.27
7 H -0.344 -0.462 0.831  0.22
8 H -0.512 0.640 -0.419  0.22
9 H 0.227 -0.781 -0.747  0.22

Calculated values
**HOMO energy**: -10.66 eV
**Multiplicity**: 1
**SMILES**: C/N=[N+](/[O-])OCl

***

The structure with the least stability is ii.

***

## i
Here is a molecular structure, C7H28O7 from OMol25. Energies are from ωB97M-V/def2-TZVPD.

Last column: natural (NBO) charge in e.
Cartesian coordinates (Å):
1 C -1.016 -2.522 -1.818  -0.24
2 O -0.504 -2.755 -0.519  -0.80
3 H -1.562 -3.362 -2.246  0.17
4 H -1.749 -1.719 -1.738  0.11
5 H -0.212 -2.159 -2.457  0.13
6 H -0.051 -1.944 -0.279  0.42
7 C -1.375 1.550 -1.442  -0.65
8 C -2.321 1.307 -0.240  0.03
9 C -2.515 -0.212 0.189  -0.65
10 O -1.699 1.961 0.912  -0.72
11 H -1.091 2.583 -1.643  0.22
12 H -1.794 1.162 -2.370  0.24
13 H -0.402 1.103 -1.239  0.23
14 H -3.320 1.674 -0.475  0.21
15 H -1.692 -0.509 0.839  0.25
16 H -2.661 -0.854 -0.680  0.24
17 H -3.403 -0.348 0.806  0.21
18 H -2.311 1.999 1.650  0.51
19 C 2.247 0.921 0.488  -0.65
20 C 0.897 1.534 0.734  0.08
21 C 0.543 2.791 -0.057  -0.65
22 O -0.134 0.572 0.541  -0.69
23 H 2.976 1.715 0.650  0.23
24 H 2.360 0.618 -0.553  0.20
25 H 2.456 0.077 1.145  0.22
26 H 0.938 1.840 1.779  0.18
27 H 0.667 2.537 -1.110  0.20
28 H 1.101 3.692 0.198  0.22
29 H -0.503 3.097 -0.021  0.25
30 H -0.980 1.022 0.594  0.53
31 O 2.206 -3.266 1.043  -1.03
32 H 1.337 -3.003 1.345  0.47
33 H 2.524 -2.513 0.544  0.42
34 O 0.320 -1.070 -0.068  -0.96
35 H 1.251 -1.264 -0.176  0.44
36 H 0.294 -0.139 0.156  0.44
37 O 2.343 -1.552 0.037  -0.79
38 H 3.196 -1.193 0.281  0.52
39 H 2.456 -1.850 -0.865  0.52
40 O 0.318 -0.856 2.178  -0.96
41 H 0.682 -0.087 2.617  0.43
42 H 0.184 -0.575 1.273  0.45

Calculated values
**HOMO energy**: -7.56 eV
**Multiplicity**: 1

***

## ii
Here is 7 unconnected molecules or ions with the total composition C7H28O7 from OMol25. Energies are from ωB97M-V/def2-TZVPD.

Last column: natural (NBO) charge in e.
Cartesian coordinates (Å):
1 C -26.882 -0.237 7.184  -0.26
2 O -27.399 -0.270 5.883  -0.75
3 H -27.727 -0.322 7.887  0.17
4 H -26.411 0.688 7.300  0.19
5 H -26.128 -1.022 7.314  0.17
6 H -27.198 -1.175 5.556  0.49
7 C -28.585 4.615 3.334  -0.25
8 O -29.012 5.439 2.273  -0.72
9 H -27.494 4.629 3.398  0.15
10 H -28.940 3.556 3.182  0.20
11 H -29.051 4.953 4.276  0.15
12 H -28.600 6.295 2.396  0.46
13 C -26.735 4.831 9.297  -0.24
14 O -26.060 3.600 9.582  -0.72
15 H -27.574 4.973 9.908  0.19
16 H -27.111 4.860 8.285  0.16
17 H -25.978 5.651 9.363  0.15
18 H -25.242 3.574 9.102  0.47
19 C -27.892 3.147 6.537  -0.26
20 O -27.937 2.308 5.417  -0.76
21 H -26.831 3.132 6.816  0.17
22 H -28.482 2.759 7.405  0.17
23 H -28.131 4.142 6.259  0.17
24 H -27.812 1.418 5.663  0.49
25 C -25.566 5.136 5.371  -0.25
26 O -24.878 4.906 6.513  -0.74
27 H -26.370 5.809 5.489  0.16
28 H -25.938 4.191 4.945  0.20
29 H -24.971 5.585 4.586  0.16
30 H -24.716 5.732 6.969  0.49
31 C -27.978 0.095 2.589  -0.25
32 O -27.170 0.579 1.493  -0.74
33 H -28.988 -0.166 2.256  0.18
34 H -28.142 0.813 3.388  0.19
35 H -27.499 -0.813 3.007  0.15
36 H -26.340 1.035 1.800  0.47
37 C -24.406 1.799 5.384  -0.26
38 O -24.383 2.245 6.669  -0.75
39 H -25.423 1.689 4.945  0.17
40 H -23.810 0.910 5.207  0.18
41 H -23.816 2.505 4.776  0.15
42 H -24.492 3.192 6.702  0.49

Calculated values
**HOMO energy**: -9.75 eV
**Multiplicity**: 1
**SMILES**: CO.CO.CO.CO.CO.CO.CO

***

The structure with the least stability is i.

***

## i
Here is a single C4H5N3OS molecule from OMol25. Energies are from ωB97M-V/def2-TZVPD.

Last column: natural (NBO) charge in e.
Cartesian coordinates (Å):
1 C -0.159 -0.774 -0.649  0.03
2 C 1.554 1.053 -0.978  0.40
3 C 0.119 0.591 -0.668  0.10
4 C -1.634 -1.087 -0.846  -0.61
5 N 0.679 -1.662 -0.212  -0.13
6 N -0.877 1.403 -0.584  -0.66
7 N 0.432 -2.682 0.505  -0.40
8 O 2.639 0.496 -1.220  -0.47
9 S -2.473 0.413 -0.262  0.41
10 H 1.498 2.135 -1.029  0.09
11 H -2.003 -1.445 -1.820  0.23
12 H -1.894 -1.964 -0.163  0.27
13 H -0.681 2.343 -1.001  0.42
14 H 1.167 -3.399 0.442  0.33

Calculated values
**HOMO energy (alpha / beta)**: -7.46 / -7.64 eV
**Multiplicity**: 1
**SMILES**: [H]/N=N/C1=C(C=O)NSC1

***

## ii
Here is a single C4H5N3OS molecule from OMol25. Energies are from ωB97M-V/def2-TZVPD.

Last column: natural (NBO) charge in e.
Cartesian coordinates (Å):
1 C 2.461 -1.359 0.311  -0.05
2 C 3.385 -0.409 -0.045  -0.47
3 C 1.111 0.293 -0.085  0.15
4 C -3.471 0.600 0.039  -0.30
5 N 1.177 -0.956 0.278  -0.41
6 N -0.019 0.998 -0.276  -0.28
7 N -1.223 0.444 0.011  0.14
8 O -2.262 1.221 -0.356  -0.33
9 S 2.645 1.086 -0.422  0.45
10 H 2.776 -2.341 0.620  0.21
11 H 4.495 -0.658 0.001  0.25
12 H -3.294 -0.071 0.836  0.22
13 H -3.543 -0.206 -0.703  0.18
14 H -4.238 1.357 -0.210  0.23

Calculated values
**HOMO energy (alpha / beta)**: -8.58 / -8.58 eV
**Multiplicity**: 1
**SMILES**: CO/N=N/c1nccs1

***

The structure with the least stability is i.

***

## i
Here is 2 unconnected molecules or ions with the total composition C4H12 from OMol25. Energies are from ωB97M-V/def2-TZVPD.

Last column: natural (NBO) charge in e.
Cartesian coordinates (Å):
1 C 0.003 2.134 1.781  -0.77
2 C -0.686 1.210 0.773  -0.79
3 H 0.961 1.727 2.150  0.19
4 H 0.203 3.110 1.542  0.19
5 H -0.683 2.249 2.721  0.16
6 H -1.509 1.865 0.322  0.19
7 H -1.035 0.326 1.289  0.19
8 H 0.126 0.849 0.097  0.21
9 C 0.984 -1.477 -1.538  -0.99
10 C -0.341 -1.880 -1.063  -0.71
11 H 1.522 -2.157 -2.055  0.19
12 H 0.940 -0.647 -2.382  0.17
13 H 1.695 -1.062 -0.797  0.19
14 H -0.869 -1.397 -0.241  0.21
15 H -0.291 -2.945 -0.745  0.18
16 H -1.021 -1.908 -1.853  0.19

Calculated values
**Net charge**: -1
**HOMO energy (alpha / beta)**: 1.57 / -7.42 eV
**Multiplicity**: 2
**Expectation value of S²**: 0.75

***

## ii
Here is 2 unconnected molecules or ions with the total composition C4H12 from OMol25. Energies are from ωB97M-V/def2-TZVPD.

Last column: natural (NBO) charge in e.
Cartesian coordinates (Å):
1 C -0.142 0.056 2.423  -0.83
2 C -0.797 0.967 1.396  -0.94
3 H -0.128 0.489 3.431  0.18
4 H -0.638 -0.913 2.441  0.19
5 H 0.927 -0.040 2.222  0.19
6 H -1.829 1.229 1.624  0.18
7 H -0.870 0.527 0.390  0.18
8 H -0.201 1.881 1.296  0.18
9 C -0.283 -0.508 -1.774  -0.75
10 C 1.211 -0.515 -2.036  -0.74
11 H -0.454 -0.131 -0.763  0.20
12 H -0.895 0.159 -2.395  0.19
13 H -0.813 -1.440 -1.976  0.19
14 H 1.731 -1.417 -1.706  0.19
15 H 1.699 0.269 -1.448  0.20
16 H 1.507 -0.379 -3.074  0.18

Calculated values
**Net charge**: -1
**HOMO energy (alpha / beta)**: 1.60 / -7.23 eV
**Multiplicity**: 2
**Expectation value of S²**: 0.75

***

## iii
Here is 2 unconnected molecules or ions with the total composition C4H12 from OMol25. Energies are from ωB97M-V/def2-TZVPD.

Last column: natural (NBO) charge in e.
Cartesian coordinates (Å):
1 C 1.549 1.043 -0.264  -0.75
2 C 1.177 2.340 -1.013  -0.77
3 H 2.317 1.249 0.477  0.18
4 H 0.616 0.733 0.198  0.20
5 H 1.821 0.222 -0.922  0.19
6 H 2.081 2.902 -1.264  0.18
7 H 0.634 2.998 -0.326  0.19
8 H 0.489 2.157 -1.835  0.20
9 C -2.021 -1.377 0.510  -0.99
10 C -0.641 -1.964 0.734  -0.75
11 H -2.470 -0.930 1.394  0.19
12 H -2.198 -0.751 -0.364  0.19
13 H -2.650 -2.258 0.285  0.17
14 H 0.129 -1.225 0.973  0.19
15 H -0.269 -2.472 -0.151  0.19
16 H -0.564 -2.666 1.567  0.19

Calculated values
**Net charge**: -1
**HOMO energy (alpha / beta)**: 1.57 / -7.55 eV
**Multiplicity**: 2
**Expectation value of S²**: 0.75

***

The structure with the least stability is i.